No. 1
DFT (ωB97M-V/def2-TZVPD) results for the ion C7H13ClN with charge +1 in a non-equilibrium geometry.

Summary:
* E: -789.17201 a.u.
* E_LUMO: -3.21 eV
* orbital gap: 10.570 eV
* highest occupied orbital energy: -0.5065 Eh
* SMILES string: C[C@@]1([NH3+])C=CCC[C@H]1Cl
* energy relative to the best compared isomer or geometry (same formula, charge and spin): 1.544 eV
* largest force on an atom: 4.25 eV/A

The geometry in ORCA input format:
```
! RIJCOSX wB97M-V def2-TZVPD def2/J DEFGRID3
* xyz 1 1
C -2.023 0.332 -0.202
C -1.253 -0.744 -0.274
C -1.474 1.689 -0.258
C 0.018 1.819 0.254
C 0.806 0.810 -0.468
C 0.214 -0.763 -0.064
C 0.654 -1.120 1.367
N 1.081 -1.744 -0.853
Cl 2.597 0.529 -0.118
H -3.165 0.246 -0.429
H -1.605 -1.759 -0.301
H -1.454 2.048 -1.358
H -2.002 2.578 0.346
H 0.377 2.823 0.170
H 0.088 1.648 1.376
H 0.754 0.973 -1.581
H 0.015 -1.856 1.861
H 0.741 -0.207 1.959
H 1.671 -1.538 1.410
H 1.072 -1.630 -1.814
H 0.833 -2.675 -0.497
H 2.054 -1.458 -0.526
*
```


No. 2
DFT (ωB97M-V/def2-TZVPD) results for a structure of composition C29H18Cl5N7O2Ti.

Summary:
* E: -4800.13704 a.u.
* E_LUMO (spin up / spin down): -3.59 / -3.63 eV
* orbital gap (spin up / spin down): 6.654 / 6.681 eV
* highest occupied orbital energy (spin up / spin down): -0.3763 / -0.3789 Eh
* energy relative to the best compared isomer or geometry (same formula, charge and spin): 0.096 eV
* expectation value of S²: 0.755
* largest force on an atom: 0.73 eV/A

The geometry in ORCA input format:
```
! RIJCOSX wB97M-V def2-TZVPD def2/J DEFGRID3
* xyz 1 2
Ti 0.080 -0.049 0.123
N -0.308 0.190 -4.307
C 0.124 0.086 -3.058
N -0.651 0.112 -2.007
C -2.027 0.248 -2.186
N -2.825 0.281 -1.178
N -2.122 0.168 0.007
C -2.793 0.436 1.063
C -2.107 0.347 2.347
C -2.722 0.706 3.534
C -1.993 0.598 4.709
C -0.684 0.146 4.647
C -0.134 -0.152 3.410
N -0.828 -0.046 2.280
C -2.560 0.350 -3.546
C -3.926 0.481 -3.810
C -4.368 0.583 -5.111
C -3.454 0.556 -6.168
C -2.103 0.428 -5.926
C -1.667 0.325 -4.609
H 0.366 0.165 -5.057
H 1.187 -0.038 -2.889
H -3.837 0.726 1.003
H -3.744 1.060 3.532
H -2.437 0.869 5.657
H -0.077 0.049 5.536
H 0.902 -0.446 3.312
H -4.615 0.503 -2.978
H -5.424 0.685 -5.316
H -3.806 0.638 -7.187
H -1.391 0.407 -6.742
O 1.643 -0.610 -0.947
C 2.611 -1.374 -0.449
C 3.949 -1.014 -0.622
C 4.963 -1.807 -0.125
C 4.677 -2.986 0.564
C 3.360 -3.354 0.739
C 2.321 -2.565 0.237
C 0.932 -2.975 0.392
N -0.131 -2.180 0.369
C -1.243 -2.978 0.562
C -0.849 -4.265 0.695
N 0.526 -4.246 0.585
H 4.163 -0.090 -1.144
H 5.993 -1.501 -0.262
H 5.474 -3.596 0.966
H 3.131 -4.252 1.301
H -2.239 -2.570 0.586
H -1.403 -5.173 0.848
H 1.132 -5.048 0.591
Cl 2.159 6.408 3.195
C 1.929 4.805 2.623
C 1.045 4.552 1.580
Cl 0.171 5.835 0.839
C 0.866 3.250 1.139
Cl -0.223 2.886 -0.167
C 1.545 2.163 1.695
O 1.365 0.946 1.262
C 2.436 2.440 2.743
Cl 3.296 1.114 3.432
C 2.625 3.738 3.199
Cl 3.719 4.033 4.488
*
```


No. 3
DFT (ωB97M-V/def2-TZVPD) results for the ion C5H12NO with charge -1 in a non-equilibrium geometry.

Summary:
* E: -327.62676 a.u.
* E_LUMO: 4.02 eV
* orbital gap: 6.532 eV
* highest occupied orbital energy: -0.0924 Eh
* SMILES string: C[C@H](N)CCC[O-]
* energy relative to the best compared isomer or geometry (same formula, charge and spin): 1.886 eV
* largest force on an atom: 4.46 eV/A

The geometry in ORCA input format:
```
! RIJCOSX wB97M-V def2-TZVPD def2/J DEFGRID3
* xyz -1 1
C 0.612 0.116 -2.464
C 0.289 -0.345 -1.049
C 0.904 0.416 0.064
C 0.263 -0.052 1.483
C -0.929 0.693 2.234
O -2.051 0.020 1.834
N -1.063 -0.772 -0.918
H 1.685 0.187 -2.747
H -0.013 -0.544 -3.147
H 0.473 1.192 -2.557
H 0.924 -1.292 -1.036
H 1.940 0.120 0.175
H 0.751 1.510 -0.022
H 1.107 -0.375 2.214
H -0.178 -1.072 1.425
H -0.936 0.500 3.290
H -0.974 1.833 2.190
H -1.175 -1.745 -0.973
H -1.630 -0.389 0.004
*
```